Formula: C15H42BN6O9Pd
Source: the Open Molecules 2025 dataset
Level of theory: ωB97M-V/def2-TZVPD

Kohn-Sham gap (alpha / beta): 0.2434 / 0.2566 hartree
calculated total energy: -1755.09524 Eh
E_LUMO (alpha / beta): 0.081 / 0.081 Eh
total charge: -1
spin multiplicity: 3

Each line ends with the Mulliken charge.
Geometry (Å):
Pd -3.460 -0.817 0.370  -0.449
B -1.342 0.117 -0.130  1.266
H -1.257 -0.265 0.960  -0.354
H -2.237 0.827 -0.023  -0.171
H -0.404 0.710 -0.457  0.116
H -1.582 -0.701 -0.913  -0.343
C -5.906 0.038 -0.346  0.831
O -5.616 -0.805 0.580  -0.604
O -4.837 0.511 -0.896  -0.610
O -7.074 0.375 -0.629  -0.763
C 8.522 1.615 -1.855  -0.682
O 7.486 0.824 -2.391  -0.354
C 6.713 0.119 -1.465  -0.484
C 5.854 1.074 -0.618  -0.545
N 4.948 0.364 0.282  -0.299
C 3.987 1.171 0.992  -0.728
C 2.793 0.371 1.585  -0.047
O 2.144 0.969 2.676  -0.474
C 1.219 1.981 2.275  -0.192
H 9.170 0.995 -1.230  0.302
H 8.155 2.452 -1.250  0.276
H 9.012 2.104 -2.694  0.253
H 7.287 -0.588 -0.854  0.329
H 5.983 -0.500 -1.994  0.327
H 5.342 1.741 -1.324  0.317
H 6.493 1.742 -0.032  0.362
H 4.442 -0.237 -0.369  0.247
H 3.582 2.039 0.450  0.312
H 4.439 1.672 1.858  0.265
H 3.292 -0.562 1.855  0.445
H 2.101 0.222 0.749  0.008
H 0.429 1.379 1.818  -0.182
H 1.544 2.719 1.539  0.303
H 0.896 2.447 3.204  0.376
C -3.258 -2.115 -2.681  -0.964
O -3.457 -2.318 -1.312  0.003
C -3.383 -3.693 -0.920  -0.706
C -3.539 -3.791 0.613  -0.733
N -2.746 -2.740 1.230  0.096
C -3.155 -2.661 2.663  -0.844
C -2.686 -1.336 3.298  -0.514
O -3.081 -0.247 2.495  -0.048
C -2.561 0.982 2.977  -0.879
H -2.328 -2.612 -3.002  0.368
H -3.154 -1.084 -3.010  0.211
H -4.088 -2.560 -3.243  0.307
H -2.358 -3.901 -1.261  0.508
H -4.078 -4.359 -1.438  0.326
H -3.125 -4.784 0.845  0.361
H -4.579 -3.808 0.924  0.420
H -1.750 -2.926 1.285  0.089
H -2.629 -3.487 3.159  0.395
H -4.220 -2.767 2.861  0.462
H -1.603 -1.506 3.341  0.339
H -3.117 -1.260 4.298  0.381
H -2.889 1.840 2.397  0.229
H -1.470 1.013 3.027  0.325
H -2.921 1.065 4.009  0.379
C 1.478 -1.165 -2.649  0.494
O 2.528 -1.670 -3.067  -0.734
N 0.684 -0.343 -3.379  -0.271
N 1.043 -1.306 -1.369  -0.064
H 0.942 -0.047 -4.300  0.184
H -0.115 0.098 -2.954  0.249
H 0.208 -0.795 -1.082  -0.492
H 1.456 -1.951 -0.724  0.181
C -2.141 4.235 -0.607  0.355
O -1.781 5.416 -0.722  -0.730
N -2.957 3.653 -1.534  -0.343
N -1.738 3.414 0.383  -0.132
H -3.415 2.757 -1.442  0.270
H -3.419 4.313 -2.136  0.201
H -1.263 3.879 1.138  0.189
H -1.454 2.467 0.166  0.078

Formula: C15H42Cu2O17
Source: the Open Molecules 2025 dataset
Level of theory: ωB97M-V/def2-TZVPD

Kohn-Sham gap: 0.2721 hartree
relative energy (zero: lowest compared OMol25 entry of this formula, charge and spin): 407.33 kJ/mol
calculated total energy: -5156.48475 Eh
E_LUMO: -0.042 Eh
spin multiplicity: 1

Each line ends with the Mulliken charge.
Geometry (Å):
Cu 12.202 3.528 10.886  0.401
Cu 14.266 4.555 15.657  0.467
C 13.608 3.128 13.260  -0.354
O 13.296 2.312 12.446  -0.254
O 12.878 4.042 13.525  0.280
O 14.777 3.219 13.747  -0.236
C 9.961 1.679 11.089  -0.121
C 10.490 0.874 10.018  -0.698
O 11.875 1.063 10.173  -0.428
O 9.959 3.074 10.919  -0.516
H 10.366 1.250 12.006  0.123
H 8.940 1.355 11.290  0.612
H 10.179 1.301 9.064  0.277
H 10.150 -0.160 9.960  0.342
H 12.205 0.367 10.746  0.231
H 9.209 3.456 11.381  0.260
C 14.737 7.970 13.939  -0.354
C 14.726 9.164 15.028  -0.418
O 13.474 9.904 14.787  -0.536
O 13.973 6.830 14.376  -0.409
H 15.743 7.565 13.832  0.238
H 14.434 8.257 12.932  0.391
H 15.592 9.816 14.913  0.306
H 14.737 8.787 16.050  0.276
H 13.350 10.140 13.865  0.310
H 13.788 6.272 13.617  0.093
C 13.680 -1.659 14.565  -0.325
C 13.250 -0.243 14.870  -0.218
O 12.288 0.181 13.982  -0.474
O 12.561 -2.542 14.391  -0.601
H 14.449 -1.956 15.279  0.369
H 14.274 -1.742 13.655  0.130
H 14.098 0.398 15.108  0.275
H 12.608 -0.285 15.750  0.280
H 12.707 0.852 13.437  0.058
H 11.857 -2.100 13.912  0.328
C 9.988 4.027 15.085  0.328
C 8.916 4.292 16.082  -0.768
O 9.582 4.410 17.282  -0.546
O 10.827 5.077 14.821  -0.603
H 9.448 3.860 14.153  -0.026
H 10.649 3.195 15.326  0.187
H 8.039 3.646 16.028  0.333
H 8.467 5.275 15.941  0.323
H 9.540 5.298 17.644  0.314
H 11.553 4.716 14.306  0.388
C 18.285 2.822 14.296  -0.424
C 18.384 4.183 13.543  -0.378
O 17.103 4.850 13.892  -0.523
O 17.310 1.940 13.752  -0.453
H 18.245 2.928 15.380  0.247
H 19.149 2.216 14.022  0.320
H 18.487 4.222 12.458  0.220
H 19.330 4.693 13.725  0.349
H 16.325 4.366 13.607  0.363
H 16.422 2.172 14.035  0.285
C 15.885 -0.435 10.710  0.092
C 15.862 0.958 10.054  -0.181
O 16.631 1.808 10.875  -0.555
O 17.164 -0.938 10.529  -0.588
H 15.242 -1.084 10.115  0.311
H 15.628 -0.480 11.769  0.002
H 14.850 1.327 9.883  -0.105
H 16.162 0.999 9.007  0.325
H 16.072 2.208 11.546  0.254
H 17.775 -0.203 10.627  0.345
C 10.678 7.756 10.584  -0.528
C 10.842 7.204 12.033  -0.433
O 11.310 5.832 12.128  -0.044
O 12.001 7.858 9.909  -0.510
H 9.991 8.594 10.464  0.419
H 10.074 6.987 10.102  0.259
H 9.863 7.042 12.484  0.310
H 11.395 7.856 12.709  0.295
H 11.786 5.745 12.956  0.003
H 11.765 7.864 8.979  0.283

Formula: C15H44Ag2N7O6
Source: the Open Molecules 2025 dataset
Level of theory: ωB97M-V/def2-TZVPD

Kohn-Sham gap: 0.1753 hartree
relative energy (zero: lowest compared OMol25 entry of this formula, charge and spin): 1440.92 kJ/mol
calculated total energy: -1725.77490 Eh
E_LUMO: -0.224 Eh
total charge: +1
spin multiplicity: 1

Each line ends with the Mulliken charge.
Geometry (Å):
Ag 3.339 -2.644 0.351  0.556
Ag 3.730 -0.520 1.878  0.774
C 1.978 -0.464 0.076  0.385
O 2.232 -1.150 1.237  -1.414
H 2.866 -0.275 -0.527  0.414
H 1.131 -0.838 -0.499  0.682
H 1.750 0.587 0.257  0.412
C -0.553 2.259 -1.522  -2.209
C -0.263 1.651 -2.914  0.790
C 0.031 0.174 -2.917  0.630
O 0.519 -0.440 -4.094  -0.500
C 1.020 -1.713 -3.868  -0.631
N -1.487 1.988 -3.700  -0.747
H -0.886 3.295 -1.566  0.454
H 0.285 2.116 -0.839  1.344
H -1.376 1.665 -1.125  1.174
H 0.507 2.189 -3.467  0.603
H -0.894 -0.281 -2.563  -0.002
H 0.788 -0.162 -2.207  -0.549
H 0.257 -2.321 -3.381  0.261
H 1.982 -1.819 -3.368  0.175
H 1.219 -2.111 -4.863  0.309
H -2.285 1.563 -3.249  0.244
H -1.357 1.663 -4.647  0.326
C -5.073 -2.622 -0.942  -1.444
C -3.806 -3.123 -1.562  0.229
C -2.527 -2.602 -0.714  -0.486
O -2.286 -1.267 -0.990  -0.471
C -1.341 -0.680 -0.102  -0.041
N -4.046 -4.542 -1.466  -0.742
H -5.912 -2.958 -1.552  0.421
H -5.044 -1.534 -0.870  0.300
H -5.241 -2.992 0.069  0.342
H -3.726 -2.975 -2.638  0.503
H -1.701 -3.218 -1.067  -0.035
H -2.724 -2.799 0.340  0.355
H -0.347 -1.056 -0.345  -0.678
H -1.516 -0.866 0.957  1.023
H -1.280 0.369 -0.392  -0.985
H -3.747 -4.900 -0.571  0.241
H -3.476 -5.120 -2.067  0.265
C 0.043 2.266 1.424  -0.537
C 1.103 1.661 2.302  0.738
C 1.084 2.225 3.682  -1.237
O 2.103 1.611 4.443  -0.370
C 1.823 1.581 5.848  -0.760
N 0.940 0.197 2.347  -0.346
H 0.100 3.351 1.335  0.413
H -0.930 2.129 1.895  0.513
H -0.026 1.868 0.412  -0.801
H 2.063 1.900 1.844  0.080
H 0.133 1.980 4.155  0.491
H 1.285 3.296 3.710  0.450
H 1.014 0.886 6.071  0.324
H 1.664 2.599 6.203  0.314
H 2.649 1.340 6.517  0.267
H 1.387 -0.234 1.551  1.241
H 1.402 -0.104 3.194  0.599
C -0.307 -2.662 1.819  0.061
O -1.256 -3.145 2.351  -0.682
N 0.331 -3.073 0.766  -0.247
N 0.261 -1.671 2.344  -0.301
H 1.068 -2.455 0.457  0.300
H 0.061 -3.942 0.328  0.185
H 1.111 -1.271 1.973  0.027
H -0.285 -1.127 2.996  0.168
C 3.006 3.451 -0.893  0.440
O 4.094 3.098 -0.490  -0.707
N 2.931 4.581 -1.478  -0.349
N 1.829 2.757 -0.883  0.162
H 2.118 5.053 -1.848  0.169
H 3.688 5.248 -1.411  0.279
H 0.963 3.219 -1.123  -0.002
H 1.809 1.864 -0.413  -2.162

Formula: C15H44N6O5P2S
Source: the Open Molecules 2025 dataset
Level of theory: ωB97M-V/def2-TZVPD

Kohn-Sham gap: 0.3263 hartree
calculated total energy: -2383.46288 Eh
E_LUMO: 0.019 Eh
spin multiplicity: 1

Each line ends with the Mulliken charge.
Geometry (Å):
C 0.736 7.197 -2.230  -1.291
C -0.239 6.007 -2.294  0.002
C -1.616 6.317 -1.714  -0.567
O -2.603 6.387 -2.760  -0.293
S -4.152 6.705 -2.337  0.616
O -4.284 8.136 -2.427  -0.506
O -4.214 6.337 -0.760  -0.450
H 0.729 7.814 -3.126  0.300
H 0.482 7.806 -1.363  0.342
H 1.744 6.811 -2.090  0.364
H -0.331 5.579 -3.290  0.276
H 0.185 5.218 -1.673  0.037
H -1.594 7.222 -1.099  0.352
H -1.877 5.490 -1.051  0.478
H -3.581 6.858 -0.243  0.359
O -0.217 2.502 -2.093  -0.751
P 0.189 1.068 -2.240  0.500
N 0.694 1.052 -3.881  0.162
C 0.653 -0.073 -4.787  -0.801
C 1.775 1.971 -4.218  -0.959
N -1.372 0.324 -2.005  0.245
C -2.150 -0.142 -3.141  -1.200
C -2.248 1.089 -1.119  -1.200
N 0.990 -0.324 -1.718  0.458
C 2.439 -0.215 -1.559  -1.141
C 0.479 -1.676 -1.625  -0.918
H 1.487 -0.779 -4.649  0.231
H 0.707 0.294 -5.813  0.387
H -0.278 -0.627 -4.727  0.142
H 2.755 1.597 -3.891  0.304
H 1.611 2.943 -3.751  0.169
H 1.819 2.138 -5.295  0.378
H -2.276 0.627 -3.915  0.328
H -3.141 -0.453 -2.806  0.421
H -1.715 -1.036 -3.589  0.301
H -2.731 1.930 -1.631  0.362
H -1.696 1.487 -0.269  0.361
H -3.029 0.433 -0.725  0.347
H 2.974 -0.577 -2.446  0.317
H 2.784 -0.784 -0.694  0.320
H 2.733 0.823 -1.389  0.380
H 0.380 -2.149 -2.608  0.186
H -0.475 -1.721 -1.109  0.164
H 1.157 -2.304 -1.042  0.478
O -0.111 -4.816 1.732  -0.849
P 0.078 -4.243 3.102  0.645
N 0.273 -2.580 2.719  0.370
C 1.032 -1.602 3.464  -0.823
C -0.838 -1.964 2.005  -1.247
N 1.575 -5.034 3.520  0.198
C 2.838 -4.321 3.427  -1.105
C 1.729 -6.346 2.895  -1.063
N -0.345 -4.071 4.730  0.144
C -1.688 -3.558 4.998  -1.080
C 0.512 -4.140 5.895  -0.824
H 0.500 -1.209 4.345  0.238
H 1.252 -0.752 2.815  0.314
H 1.998 -1.977 3.787  0.173
H -1.683 -1.734 2.669  0.278
H -1.203 -2.623 1.216  0.378
H -0.527 -1.036 1.520  0.369
H 2.988 -3.846 2.447  0.286
H 3.665 -5.011 3.600  0.400
H 2.936 -3.567 4.210  0.276
H 2.060 -6.277 1.853  0.313
H 0.793 -6.901 2.912  0.369
H 2.466 -6.930 3.453  0.324
H -1.685 -2.475 5.172  0.305
H -2.129 -4.045 5.869  0.382
H -2.354 -3.760 4.156  0.340
H 1.135 -3.246 5.998  0.256
H 1.146 -5.021 5.886  0.269
H -0.098 -4.215 6.799  0.373